C18H14BrN3O4STc | ωB97M-V with the def2-TZVPD basis set

The geometry in XYZ format:
```
42
Properties=species:S:1:pos:R:3:forces:R:3
Tc -0.2944 -0.5309 -0.1142 -0.1 0.0 1.2
C -1.8638 -7.8160 2.5590 0.0 0.0 -0.1
C -1.7321 -6.6062 1.6801 0.0 -0.2 0.1
C -2.1345 -5.3486 2.1341 -0.1 0.1 0.1
C -2.0345 -4.2313 1.3293 0.0 -0.1 0.0
C -1.5278 -4.3964 0.0414 0.0 0.1 0.0
C -1.1278 -5.6394 -0.4537 -0.1 0.0 0.0
C -1.2350 -6.7325 0.3807 0.0 -0.1 -0.1
S -1.2452 -3.0310 -0.9509 0.4 -0.2 -0.1
O -2.0298 -1.8507 -0.4518 0.2 0.3 0.0
O -1.2527 -3.3139 -2.3381 0.0 0.0 0.0
N 0.2222 -2.3871 -0.4699 0.0 0.1 -0.2
C 1.4670 -2.0874 -1.0441 -0.1 0.1 -0.1
C 2.3589 -2.8103 -1.7892 0.1 -0.1 -0.1
C 3.5247 -2.1473 -2.1619 0.0 0.0 0.0
C 3.7472 -0.8159 -1.8067 0.1 -0.1 0.0
C 2.7969 -0.1407 -1.0785 -0.1 0.0 0.1
N 1.6818 -0.7888 -0.6947 -0.1 -0.1 -0.1
H -1.9316 -7.5473 3.6108 0.0 0.0 0.0
H -1.0284 -8.5002 2.4180 0.0 0.0 0.0
H -2.7720 -8.3640 2.2986 0.0 0.0 0.0
H -2.5455 -5.2524 3.1311 0.0 0.0 0.0
H -2.3766 -3.2632 1.6709 0.0 0.0 0.0
H -0.7756 -5.7427 -1.4721 0.0 0.0 0.0
H -0.9417 -7.7095 0.0178 0.0 0.0 0.0
H 2.1518 -3.8328 -2.0728 0.0 0.0 0.0
H 4.2714 -2.6753 -2.7411 0.0 0.0 0.0
H 4.6561 -0.3076 -2.0936 0.0 0.0 0.0
H 2.9081 0.8927 -0.7814 0.0 0.0 0.0
Br 1.3502 -1.9959 2.6183 0.0 0.1 0.0
C 0.4105 -0.4013 2.8795 0.0 0.0 -0.1
C 0.3203 0.1364 4.1500 0.0 0.1 0.1
C -0.3754 1.3196 4.3379 0.0 0.0 0.0
C -0.9673 1.9519 3.2483 0.0 0.1 0.1
C -0.8420 1.3736 2.0188 0.1 -0.1 -0.2
N -0.1658 0.2081 1.8279 0.0 0.0 -0.3
C -1.4392 1.9631 0.7668 0.1 -0.4 0.1
O -2.0883 2.9458 0.7323 0.0 0.2 -0.1
O -1.1242 1.1788 -0.2969 -0.2 0.0 -0.3
H 0.7972 -0.3771 4.9719 0.0 0.0 0.0
H -0.4547 1.7469 5.3289 0.0 0.0 0.0
H -1.5220 2.8772 3.3322 0.0 0.0 0.0
```
Forces are in eV/Å.

Calculated values
- orbital gap (spin up / spin down) (eV) = 6.397 / 6.154
- strongest force on any atom (eV Å⁻¹) = 1.164
- charge = +2
- energy (a.u.) = -4211.9361
- <S²> = 3.7753
- LUMO level (spin up / spin down) (eV) = -8.9 / -9.2
- multiplicity = 4



C2H4NO3S2 | ωB97M-V with the def2-TZVPD basis set

The geometry in XYZ format:
```
12
Properties=species:S:1:pos:R:3:forces:R:3
C 0.9235 0.8669 -0.4354 -4.4 -3.1 0.1
C -1.7476 0.2506 0.3725 1.3 3.8 -1.7
N -0.8918 0.3437 -0.8386 3.1 -0.2 0.4
O 1.1943 -1.6986 -1.0877 0.2 0.4 0.5
O 1.0718 -0.9144 1.2460 0.4 -0.2 -0.4
O 3.1246 -0.5462 -0.1067 -0.5 -0.2 0.2
S 1.2051 2.2876 0.1055 0.5 1.5 0.0
S 1.6891 -0.7734 -0.0710 0.4 0.5 -0.5
H -2.4621 -0.4821 0.3228 -1.9 -2.0 -0.9
H -1.2422 0.0351 1.2751 0.8 0.4 1.2
H -2.2421 1.2425 0.2553 -0.1 -0.6 1.4
H -0.6225 -0.6118 -1.0378 0.1 -0.2 -0.4
```
Forces are in eV/Å.

Calculated values
- orbital gap (spin up / spin down) (eV) = 7.782 / 7.783
- strongest force on any atom (eV Å⁻¹) = 5.366
- charge = -1
- energy (a.u.) = -1155.4323
- energy relative to the best compared isomer or geometry (same formula, charge and spin) (kJ/mol) = 214.91
- LUMO level (spin up / spin down) (eV) = 3.2 / 3.2



C4H2FMgNaO4 | ωB97M-V with the def2-TZVPD basis set

The geometry in XYZ format:
```
13
Properties=species:S:1:pos:R:3:forces:R:3
O 0.9232 0.1506 0.4092 1.1 0.7 0.4
C -2.6938 3.4609 0.2225 0.6 -1.3 2.6
O -2.8750 2.5033 -0.4182 -0.2 0.2 -1.4
O 2.0954 -1.5704 -0.1373 1.4 0.1 0.2
C 2.0922 -0.3868 0.3637 -1.4 -0.3 -0.4
C 0.7379 -1.8870 -0.6252 -0.5 -0.3 -0.2
O -2.4449 4.1389 1.1268 -0.3 0.8 -1.3
C -0.1557 -0.8665 0.0321 -1.0 -0.6 0.2
Mg 3.9444 0.5729 0.9278 -0.5 -0.3 0.0
H 0.5099 -2.9194 -0.3425 0.1 0.3 0.0
H 0.7942 -1.7909 -1.7154 0.1 0.0 0.3
F -0.4994 -1.3988 1.2998 0.4 0.5 -0.8
Na -2.4283 -0.0067 -1.1433 0.2 0.2 0.3
```
Forces are in eV/Å.

Calculated values
- orbital gap (eV) = 4.350
- strongest force on any atom (eV Å⁻¹) = 2.982
- charge = +2
- energy (a.u.) = -916.1750
- energy relative to the best compared isomer or geometry (same formula, charge and spin) (kJ/mol) = 0.00
- LUMO level (eV) = -10.9



C13H18F17NO5Si2 | ωB97M-V with the def2-TZVPD basis set

The geometry in XYZ format:
```
56
Properties=species:S:1:pos:R:3:forces:R:3
O 4.5906 -1.6679 0.5925 0.3 -1.3 -0.2
N 4.3044 -0.5776 0.3604 -0.7 1.4 0.2
O 5.4041 0.1651 -0.0969 0.8 -0.5 0.2
C 5.3538 1.4870 0.4369 -1.2 0.4 -0.5
Si 3.8440 2.5113 -0.0695 0.2 0.3 0.5
O 2.5747 2.3349 0.9996 0.0 0.2 -1.2
Si 1.0317 2.6424 0.4256 -0.6 -0.7 1.1
C -0.0663 1.1650 0.8996 0.4 1.3 -1.2
C -1.0267 0.7033 -0.1937 0.4 -0.2 1.2
F -0.7651 -0.6281 -0.4588 0.1 -0.8 -0.5
H 6.2129 1.9930 0.0481 0.6 0.2 -0.3
H 5.4359 1.4971 1.5121 0.2 -0.2 0.5
H 3.4407 2.2611 -1.4670 0.0 -0.2 0.0
H 4.2725 3.9291 -0.0012 0.1 0.0 0.0
H 0.5040 3.8189 1.1484 0.1 0.2 -0.2
H 0.9678 2.8315 -1.0361 0.2 0.1 -0.1
H 0.6141 0.3696 1.1402 0.2 -0.5 0.3
H -0.6189 1.4858 1.7592 -0.2 -0.2 0.7
H -2.0218 0.7312 0.2047 -0.8 0.2 -0.1
H -0.9462 1.2428 -1.1181 0.0 0.3 -0.5
C -3.8990 0.9753 5.2801 0.1 0.1 0.7
C -3.2200 1.7551 4.1423 0.0 -0.6 0.0
C -4.1081 2.6371 3.2646 0.0 0.3 -0.2
F -5.0396 1.9135 2.6131 0.1 0.1 0.1
F -3.3313 3.2453 2.3328 0.0 -0.1 0.1
F -2.5156 0.8998 3.3713 0.0 0.1 -0.1
F -2.3239 2.5928 4.7323 -0.1 0.2 0.1
O -4.2024 -0.3834 5.0416 0.2 0.1 -0.5
C -5.3743 -0.7427 4.4322 0.1 0.2 0.5
C -5.1124 -1.4316 3.0934 0.0 -0.2 -0.3
F -4.4336 -0.6142 2.2640 -0.1 0.0 0.0
F -6.2945 -1.7340 2.5142 0.0 0.0 0.0
F -6.2090 0.3034 4.3078 -0.1 -0.1 -0.1
F -5.9796 -1.6398 5.2357 -0.1 -0.2 0.0
H -3.1598 0.9391 6.0772 0.1 0.0 0.0
H -4.7510 1.5151 5.6915 -0.1 0.1 -0.2
H -4.6016 3.4076 3.8632 0.0 0.0 0.0
H -4.5342 -2.3454 3.2429 0.0 0.0 0.1
C 1.3080 -2.1983 -2.9946 -0.4 -0.2 0.6
C 1.5742 -0.7869 -3.5440 0.5 -0.4 0.1
C 0.9502 -0.4281 -4.8922 -0.1 0.3 -0.2
F 1.4122 -1.2186 -5.8817 0.0 0.1 0.1
F 1.2757 0.8523 -5.1999 0.0 -0.1 0.1
F 2.9044 -0.5579 -3.5650 0.0 0.1 -0.1
F 1.0361 0.0738 -2.6392 -0.2 0.2 0.0
O 2.3201 -3.1690 -3.1803 0.2 0.4 -0.3
C 2.3842 -3.9023 -4.3315 -0.4 0.0 0.4
C 3.6783 -3.6221 -5.0933 0.3 0.0 -0.2
F 3.7673 -2.3171 -5.4153 0.0 -0.1 0.0
F 3.6821 -4.3407 -6.2388 0.0 -0.1 0.0
F 1.2962 -3.7187 -5.0998 0.1 -0.1 -0.2
F 2.4020 -5.2031 -3.9735 0.1 -0.2 -0.1
H 1.2605 -2.0747 -1.9147 0.1 0.1 0.0
H 0.3289 -2.5720 -3.2905 0.0 0.1 -0.2
H -0.1395 -0.5071 -4.8454 0.0 0.0 0.0
H 4.5429 -3.8979 -4.4867 0.0 0.0 0.0
```
Forces are in eV/Å.

Calculated values
- orbital gap (eV) = 10.425
- strongest force on any atom (eV Å⁻¹) = 1.807
- charge = 0
- energy (a.u.) = -3213.7886
- energy relative to the best compared isomer or geometry (same formula, charge and spin) (kJ/mol) = 0.00
- LUMO level (eV) = 0.2